Density functional theory data (wB97M-V/def2-TZVPD) for a cluster of 4 separate species, C25H51N5O6PS in total in a non-equilibrium geometry.

## Properties
Electronic energy, Eh: -2447.5820
Highest occupied orbital energy, Eh: -0.399

Structure (ORCA input):
```
! RIJCOSX wB97M-V def2-TZVPD def2/J DEFGRID3
* xyz 1 1
C 3.11078 1.63514 -3.32179
C 2.12831 2.68922 -2.87156
N 1.64733 3.55079 -3.65029
C 1.71172 2.70771 -1.41958
N 1.28242 1.38691 -0.96104
C 0.28973 0.71261 -1.47601
N -0.04545 -0.55161 -1.08324
C -0.44357 -1.18072 -2.39451
C -1.01295 -2.55219 -2.34940
C -0.51916 -3.52013 -3.22917
C -1.04548 -4.80944 -3.25519
C -2.07433 -5.14242 -2.38066
C -2.55149 -4.17414 -1.49997
C -2.04604 -2.88635 -1.47557
C -1.36333 -0.05420 -2.84745
C -1.88175 -0.17855 -4.24969
N -0.78339 -0.20303 -5.21777
N -0.47921 1.11643 -2.52231
P -1.33650 2.62775 -2.37960
S -1.70129 3.15604 -0.56480
H 3.02481 0.72114 -2.74383
H 4.13058 1.99866 -3.26980
H 2.86716 1.36741 -4.34370
H 2.02511 3.43367 -4.58720
H 0.95202 3.45735 -1.23814
H 2.59087 2.98084 -0.84239
H 1.78133 0.94245 -0.20869
H 0.73959 -0.99822 -0.61603
H 0.48377 -1.20111 -2.96624
H 0.28439 -3.26419 -3.90511
H -0.63895 -5.50832 -3.96446
H -2.47824 -6.13904 -2.40442
H -3.35795 -4.43096 -0.82966
H -2.43651 -2.14218 -0.80047
H -2.14443 -0.05412 -2.08316
H -2.45116 -1.10857 -4.26629
H -2.56632 0.62948 -4.48160
H -0.36880 -1.12401 -5.23544
H -1.15504 -0.00169 -6.13446
H -2.51247 2.34685 -3.08357
H -0.61576 3.52006 -3.18017
C -2.18671 0.34087 1.90910
O -3.25088 -0.16812 2.68253
C -2.94134 -0.26756 4.06811
C -3.55746 0.86518 4.85404
O -2.96189 2.10900 4.51853
C -3.76254 2.90574 3.66357
H -2.56341 0.52060 0.90288
H -1.80603 1.28275 2.31375
H -1.36702 -0.39002 1.85416
H -1.85819 -0.28313 4.21994
H -3.34830 -1.21771 4.42762
H -3.38045 0.69254 5.91981
H -4.63831 0.89585 4.69065
H -4.64732 3.27289 4.19304
H -4.07712 2.35260 2.77427
H -3.16234 3.76031 3.35572
C -3.98409 -4.58580 4.96713
O -2.62683 -4.59986 4.55781
C -2.39675 -5.36637 3.38853
C -2.21070 -4.48209 2.17747
O -3.41447 -3.81001 1.82986
C -3.42126 -2.44959 2.23492
H -4.07462 -3.86247 5.77511
H -4.64764 -4.29073 4.15033
H -4.28485 -5.56916 5.34178
H -3.21382 -6.07305 3.21824
H -1.47883 -5.94097 3.54954
H -1.92846 -5.10613 1.32200
H -1.40400 -3.76358 2.35327
H -2.71283 -1.86141 1.63926
H -3.17111 -2.34374 3.29227
H -4.42340 -2.05907 2.06864
C 8.05653 2.42534 0.88092
O 8.01394 3.14498 -0.33932
C 6.81352 2.96879 -1.06298
C 5.89999 4.16648 -0.92556
O 5.39083 4.29017 0.39194
C 6.03301 5.30285 1.15399
H 8.94797 2.74338 1.41670
H 7.17903 2.63064 1.49945
H 8.12636 1.34887 0.69206
H 6.29547 2.05852 -0.74029
H 7.08346 2.85056 -2.11858
H 5.03460 4.03550 -1.58901
H 6.42100 5.07675 -1.23278
H 5.77375 6.29465 0.77169
H 7.11798 5.18142 1.14448
H 5.67520 5.21798 2.17778
*
```

Atom charges from the Mulliken analysis, given in e for atoms 1 to 8:
1. C -1.422
2. C 1.274
3. N -0.665
4. C -1.204
5. N 0.142
6. C -0.793
7. N 0.056
8. C -0.328



Density functional theory data (wB97M-V/def2-TZVPD) for an isolated molecule of C4H10N2 in a non-equilibrium geometry.

## Properties
Electronic energy, Eh: -267.8790
Highest occupied orbital energy, Eh: -0.283
SMILES string: C=C(N)CCN
Relative energy (zero: lowest compared OMol25 entry of this formula, charge and spin), kJ/mol: 121.62

Structure (ORCA input):
```
! RIJCOSX wB97M-V def2-TZVPD def2/J DEFGRID3
* xyz 0 1
C 0.55141 1.61934 -1.28077
C 0.65925 0.61289 -0.39489
N 1.11295 0.85152 0.90007
C 0.28704 -0.80350 -0.74259
C -0.86080 -1.45247 0.08530
N -1.38628 -0.60342 1.16229
H 1.22263 2.47071 -1.25437
H 0.04101 1.45676 -2.22542
H 0.70356 0.18857 1.53692
H 1.15271 1.81879 1.16016
H 1.15819 -1.43438 -0.63791
H -0.12657 -0.69599 -1.73757
H -0.45295 -2.33704 0.58763
H -1.67188 -1.86334 -0.52669
H -2.00823 -1.11155 1.78145
H -1.94506 0.11439 0.71327
*
```

Atom charges from the natural (NBO) analysis, given in e for atoms 1 to 8:
1. C -0.565
2. C 0.226
3. N -0.831
4. C -0.468
5. C -0.215
6. N -0.851
7. H 0.200
8. H 0.193



Density functional theory data (wB97M-V/def2-TZVPD) for a structure of composition C31H30HfN4O3PSe2Te2 in a non-equilibrium geometry.

## Properties
Electronic energy, Eh: -7372.6368
Highest occupied orbital energy, Eh: -0.143
Relative energy (zero: lowest compared OMol25 entry of this formula, charge and spin), kJ/mol: 103.09

Structure (ORCA input):
```
! RIJCOSX wB97M-V def2-TZVPD def2/J DEFGRID3
* xyz -1 1
Hf -0.25968 -0.35587 -0.23853
N -2.35195 -1.49274 1.20694
C -1.72165 -2.57079 1.96436
C -0.67438 -3.22128 1.07411
O -0.60840 -4.43146 0.99352
O 0.06166 -2.33893 0.47197
H -2.97185 -0.95161 1.79528
H -2.88611 -1.86144 0.42565
H -2.40569 -3.33990 2.32476
H -1.20029 -2.11406 2.81042
N -2.40376 1.15815 0.27160
C -2.29695 2.36648 -0.48267
C -3.10961 3.46008 -0.26333
C -2.96963 4.62788 -1.01439
C -1.98827 4.66193 -1.98881
C -1.16225 3.56429 -2.22448
C -0.19479 3.56392 -3.31684
C 0.63500 2.54234 -3.47798
C 0.65543 1.39877 -2.49165
N -0.56850 1.23491 -1.71006
C -1.29782 2.37568 -1.47860
H -1.69419 1.13044 1.02453
H -3.28514 1.10493 0.76621
H -3.85632 3.40262 0.52329
H -3.61078 5.48024 -0.83336
H -1.85496 5.54787 -2.60230
H -0.20226 4.39328 -4.01753
H 1.32487 2.50789 -4.31410
H 0.87858 0.47500 -3.03022
Se -1.81746 -1.64993 -2.10297
Te -0.39041 -3.68152 -2.55089
Te 1.91747 -2.41210 -3.06305
Se 2.31030 -1.03867 -0.96309
N -0.15176 0.31644 1.73478
P 0.60294 1.03705 2.86940
C -0.52190 1.51890 4.22187
C -1.76119 0.89074 4.29193
C -2.66256 1.21744 5.29903
C -2.32764 2.17651 6.24411
C -1.09190 2.81106 6.18059
C -0.19581 2.48450 5.17269
C 1.39071 2.62126 2.48397
C 0.59132 3.57370 1.84604
C 1.11370 4.80289 1.48861
C 2.44715 5.09604 1.76328
C 3.24426 4.16085 2.40328
C 2.71481 2.92420 2.76785
C 1.87464 0.02129 3.64993
C 1.80575 -0.37582 4.98224
C 2.75255 -1.24950 5.50581
C 3.76832 -1.73564 4.69717
C 3.83736 -1.35242 3.36247
C 2.89563 -0.48062 2.83915
H -2.00089 0.14472 3.54285
H -3.62534 0.72322 5.34438
H -3.02909 2.43535 7.02788
H -0.83018 3.56592 6.91170
H 0.76009 2.99369 5.11729
H -0.43669 3.34150 1.58743
H 0.48827 5.52195 0.97421
H 2.86226 6.05353 1.47229
H 4.28215 4.38583 2.61599
H 3.34713 2.19541 3.25960
H 1.00908 -0.01177 5.61787
H 2.68634 -1.55703 6.54203
H 4.49835 -2.42622 5.10165
H 4.61152 -1.74978 2.71831
H 2.93736 -0.21868 1.78763
C 3.15224 2.11353 -1.97055
C 1.80016 1.69428 -1.47269
O 1.49597 1.81205 -0.29833
H 3.89628 1.94848 -1.19520
H 3.10044 3.18167 -2.20157
H 3.42589 1.57135 -2.87610
*
```

Atom charges from the Mulliken analysis, given in e for atoms 1 to 8:
1. Hf 0.062
2. N -0.310
3. C -0.010
4. C 0.152
5. O -0.680
6. O -0.448
7. H 0.210
8. H 0.282



Density functional theory data (wB97M-V/def2-TZVPD) for a structure of composition C33H55AsCuN8O4PSe2Si2.

## Properties
Electronic energy, Eh: -11629.0986
<S²>: 0.758
Highest occupied orbital energy (alpha / beta), Eh: -0.068 / -0.178
Relative energy (zero: lowest compared OMol25 entry of this formula, charge and spin), kJ/mol: 0.00

Structure (ORCA input):
```
! RIJCOSX wB97M-V def2-TZVPD def2/J DEFGRID3
* xyz -1 2
Cu 0.32440 -0.00158 0.31084
C -4.25114 1.88150 2.70397
N -3.68899 2.09119 1.38668
C -4.42127 2.08678 0.22426
C -3.54254 2.39599 -0.77149
N -2.29129 2.59229 -0.25197
C -2.39622 2.37338 1.04394
P -1.06450 2.62397 2.28122
C -0.89107 1.01186 2.98608
N -0.60685 -0.16100 2.30834
C -0.00498 -0.99529 3.21190
C 0.09434 -0.40316 4.43260
N -0.49399 0.84675 4.31975
C -0.60114 1.83306 5.34636
C 0.28280 2.84456 1.02985
N 0.77487 1.92179 0.21171
C 1.90243 2.44650 -0.36260
C 2.09913 3.70874 0.10526
N 1.07362 3.94991 0.99075
C 0.83562 5.18882 1.69703
H -5.20418 1.36924 2.58868
H -3.58121 1.26434 3.30003
H -4.41308 2.83222 3.21652
H -5.47056 1.84183 0.22130
H -3.73702 2.47290 -1.83038
H 0.27483 -1.99638 2.91891
H 0.46266 -0.77491 5.37484
H -0.62750 1.34822 6.32294
H 0.23790 2.54396 5.32627
H -1.51983 2.40787 5.21193
H 2.50430 1.87119 -1.04540
H 2.86688 4.43701 -0.09156
H 1.51190 5.94534 1.30448
H -0.19180 5.51682 1.55077
H 1.01515 5.06589 2.76634
C 6.42906 -3.85952 -0.00248
C 5.74140 -4.16144 -1.33048
C 4.32002 -4.71399 -1.19178
C 3.23209 -3.66893 -0.97124
N 3.31920 -3.00535 0.32174
C 3.63123 -1.70274 0.51935
Se 4.33395 -0.54599 -0.72556
N 3.41249 -1.42482 1.83390
C 3.47704 -0.11504 2.46539
C 4.67534 0.01622 3.40020
C 6.01378 0.13594 2.67510
C 6.20523 1.49006 2.00422
C 2.96670 -2.56893 2.47817
C 2.61062 -2.80647 3.79703
C 2.15760 -4.07987 4.10534
C 2.06399 -5.07566 3.13148
C 2.42818 -4.83866 1.81708
C 2.88825 -3.56804 1.51141
H 7.46446 -3.55098 -0.15974
H 6.43678 -4.74398 0.64076
H 5.93245 -3.05301 0.53589
H 6.34454 -4.89092 -1.87972
H 5.71428 -3.25396 -1.93922
H 4.29402 -5.44920 -0.37946
H 4.04575 -5.25841 -2.09954
H 2.23679 -4.11220 -1.03319
H 3.28038 -2.88017 -1.71983
H 2.53498 0.02169 3.00466
H 3.50874 0.61556 1.65699
H 4.69128 -0.84642 4.07246
H 4.51581 0.89617 4.03277
H 6.08316 -0.65278 1.91956
H 6.82485 -0.04095 3.38740
H 5.46316 1.64618 1.22020
H 7.18816 1.56204 1.53522
H 6.11980 2.30229 2.73210
H 2.65286 -2.02352 4.54209
H 1.85197 -4.30165 5.12018
H 1.67603 -6.04831 3.40423
H 2.31604 -5.59874 1.05667
O -3.78136 -1.83405 -0.65032
Se -0.75119 -2.72724 0.01838
O -1.20575 -3.59654 -1.27542
O 0.61476 -1.83634 -0.34757
O -0.49332 -3.61877 1.36018
C -3.72606 -4.35968 1.29238
Si -3.53797 -2.69802 2.13315
C -2.66960 -2.85239 3.77994
C -5.25331 -1.96318 2.41389
As -2.62840 -1.12177 0.54582
Si -4.02451 -2.20588 -2.23180
C -2.71529 -1.39464 -3.29176
C -5.71293 -1.49517 -2.65900
C -4.06808 -4.05777 -2.50578
H -3.80802 -5.12487 2.07099
H -2.87591 -4.61424 0.66249
H -4.63126 -4.38052 0.68410
H -3.29079 -3.48758 4.42202
H -2.53058 -1.89087 4.27542
H -1.69411 -3.31821 3.64950
H -5.88108 -2.67092 2.96473
H -5.74647 -1.74082 1.46536
H -5.19577 -1.04810 3.00336
H -2.84345 -0.30802 -3.32548
H -2.75573 -1.77812 -4.31538
H -1.72186 -1.61270 -2.89623
H -5.72946 -0.41485 -2.49786
H -6.48600 -1.94477 -2.02995
H -5.97657 -1.68826 -3.70256
H -3.26572 -4.52932 -1.93945
H -3.91018 -4.27933 -3.56453
H -5.02755 -4.48974 -2.20852
*
```

Atom charges from the Mulliken analysis, given in e for atoms 1 to 8:
1. Cu -0.283
2. C -0.810
3. N 0.645
4. C -0.115
5. C -0.969
6. N -0.364
7. C -0.172
8. P -0.614



Density functional theory data (wB97M-V/def2-TZVPD) for a structure of composition C4Cl2O4SmYb in a non-equilibrium geometry.

## Properties
Electronic energy, Eh: -3188.5701
<S²>: 12.012
Highest occupied orbital energy (alpha / beta), Eh: -1.015 / -1.016
Relative energy (zero: lowest compared OMol25 entry of this formula, charge and spin), kJ/mol: 287.99

Structure (ORCA input):
```
! RIJCOSX wB97M-V def2-TZVPD def2/J DEFGRID3
* xyz 4 7
Sm -1.10017 -0.42456 -2.97765
Yb 0.01468 -0.25616 0.11435
Cl -1.49972 -2.32324 -0.96897
Cl -1.17192 1.74778 -1.31475
C 1.18602 1.72109 0.92269
C 0.02613 -2.26917 -4.15462
C 0.11717 0.84992 -4.65900
O 1.77489 2.67221 1.29674
O 0.33744 -3.21912 -4.74750
O 0.48959 1.54036 -5.52203
O -2.10870 -1.37332 2.60904
C -1.38940 -0.85249 1.87740
*
```

Atom charges from the natural (NBO) analysis, given in e for atoms 1 to 8:
1. Sm 1.994
2. Yb 2.019
3. Cl -0.420
4. Cl -0.416
5. C 0.336
6. C 0.347
7. C 0.346
8. O -0.141



Density functional theory data (wB97M-V/def2-TZVPD) for a structure of composition C34H35BFeN9O6S2 in a non-equilibrium geometry.

## Properties
Electronic energy, Eh: -4345.8331
<S²>: 6.014
Highest occupied orbital energy (alpha / beta), Eh: -0.182 / -0.182
Relative energy (zero: lowest compared OMol25 entry of this formula, charge and spin), kJ/mol: 166.13

Structure (ORCA input):
```
! RIJCOSX wB97M-V def2-TZVPD def2/J DEFGRID3
* xyz -1 5
Fe 13.15676 10.95843 14.12950
B 15.10161 12.81260 16.33471
N 14.29036 11.56079 16.81199
C 14.18800 11.20211 18.12991
C 12.91674 10.59276 18.35613
C 12.34687 10.45341 17.08788
N 13.13436 11.13192 16.16852
N 15.53697 12.57443 14.85374
C 16.34397 13.40578 14.23102
C 16.20720 13.26915 12.85174
C 15.17793 12.33730 12.63078
N 14.73238 11.92731 13.85438
H 14.46544 13.86919 16.40270
H 16.13894 12.96486 16.93907
H 15.05447 11.34139 18.79150
H 12.56172 10.21257 19.27832
H 11.46096 9.86966 16.82365
H 16.96255 14.06098 14.79379
H 16.85826 13.69241 12.08710
H 14.84930 11.95329 11.66987
O 13.35053 11.57160 6.84940
C 13.69345 12.91772 7.01004
C 13.98838 13.20344 8.72888
O 13.72392 14.33632 9.18100
O 14.42056 12.12740 9.14644
C 14.95755 13.27194 6.24685
C 15.60971 14.48516 6.54508
C 16.72156 14.84973 5.83157
C 17.23253 14.06515 4.83991
C 16.55573 12.88301 4.49497
C 15.38898 12.53061 5.14082
C 12.53611 13.73326 6.39845
C 12.45661 15.07860 6.57427
C 11.42977 15.79462 5.94034
C 10.44144 15.12961 5.24158
C 10.39832 13.75147 5.26784
C 11.49820 13.05419 5.69453
H 13.69817 11.08981 7.65694
H 15.27914 15.08129 7.35600
H 17.17907 15.80311 6.16433
H 18.14311 14.30265 4.26457
H 16.98742 12.22172 3.72743
H 14.85578 11.66830 4.75597
H 13.18816 15.59658 7.19752
H 11.41388 16.88968 6.00204
H 9.68300 15.64973 4.77291
H 9.55153 13.19414 4.90753
H 11.51065 11.94757 5.55377
N 11.81873 11.92279 13.30469
C 11.05554 12.73088 12.99628
N 9.95918 13.43422 12.97590
C 9.58452 14.12078 11.70247
C 8.32430 13.55631 11.03264
O 7.36632 12.94924 11.94611
C 7.86078 12.31096 13.17952
C 8.85739 13.14174 13.96992
H 10.44578 14.27872 11.06003
H 9.29680 15.15575 12.02740
H 8.57902 12.78970 10.24560
H 7.72605 14.36327 10.52670
H 8.28426 11.32445 12.97155
H 6.92931 12.10224 13.71514
H 9.44071 12.43442 14.64158
H 8.44200 14.06134 14.42795
N 9.35434 6.18536 6.66528
C 9.53790 6.53476 8.00098
C 8.61455 6.02265 8.96291
C 8.84250 6.35573 10.28036
C 9.69500 7.45248 10.60160
C 10.58344 7.99235 9.67147
C 10.53547 7.49796 8.36543
S 9.57247 8.00311 12.24748
O 8.57772 9.05630 12.23639
O 9.34252 6.82843 13.00687
N 11.00050 8.78559 12.52378
C 12.16496 8.30965 12.78981
S 12.60460 6.69699 12.18158
C 14.20985 6.98188 12.67467
C 14.34551 8.18570 13.32597
N 13.22505 8.95424 13.33658
H 9.16624 5.19200 6.56080
H 10.02009 6.49818 5.96439
H 7.86402 5.31864 8.65835
H 8.34356 5.81781 11.11909
H 11.24653 8.80590 9.99022
H 11.21720 7.85032 7.60871
H 14.95782 6.25982 12.43003
H 15.27508 8.62562 13.69624
*
```

Atom charges from the Mulliken analysis, given in e for atoms 1 to 8:
1. Fe -0.184
2. B 0.164
3. N -0.071
4. C -0.192
5. C -0.937
6. C -0.403
7. N 0.419
8. N -0.415